No. 1
{"formula": "C11H15N", "method": "ωB97M-V/def2-TZVPD", "smiles": "Cc1c[nH]c2ccccc12.CC", "relative_energy_kcal_mol": 33.94, "lumo_ev": 1.00, "charge": 0, "species": ["C", "C", "C", "C", "C", "C", "C", "C", "C", "N", "H", "H", "H", "H", "H", "H", "H", "H", "H", "C", "C", "H", "H", "H", "H", "H", "H"], "xyz": [[-2.130, -1.188, -0.506], [0.347, -0.473, -0.135], [-0.700, -1.478, -0.193], [1.546, -1.242, -0.483], [-0.085, -2.668, -0.375], [1.448, 1.581, -0.571], [2.616, 0.862, -0.741], [0.256, 0.905, -0.309], [2.724, -0.513, -0.681], [1.308, -2.624, -0.650], [1.536, 2.644, -0.719], [3.534, 1.475, -0.792], [-0.706, 1.387, -0.199], [3.680, -1.036, -0.611], [-2.700, -0.499, 0.189], [-2.692, -2.114, -0.588], [-0.601, -3.590, -0.577], [2.003, -3.166, -0.153], [-1.998, -0.691, -1.465], [-3.076, 2.153, 1.834], [-2.153, 3.359, 1.942], [-2.781, 1.258, 2.377], [-4.060, 2.415, 2.201], [-3.130, 2.042, 0.743], [-2.104, 3.715, 3.002], [-2.666, 4.104, 1.382], [-1.176, 3.398, 1.468]], "atomic_forces_ev_per_a": [[-0.221, 0.606, 0.919], [0.752, -2.124, -2.337], [0.693, -0.218, 0.503], [0.084, 2.401, 0.440], [-0.488, -1.298, -0.317], [-0.756, -0.313, -0.338], [1.675, 0.692, 0.592], [0.846, -0.023, 0.462], [-0.289, -1.030, 0.760], [-0.991, 2.699, 1.208], [-0.408, 0.212, 0.158], [-0.413, -0.564, -0.253], [0.057, 0.166, 0.013], [-0.074, 0.336, -0.640], [0.935, -0.713, -0.632], [-0.126, 0.017, -0.247], [-0.081, -0.310, 0.141], [-0.358, -0.610, -0.120], [-0.855, 0.080, -0.297], [0.743, 0.187, -0.820], [-0.407, 0.691, 1.679], [0.307, -0.094, -0.329], [-0.264, 0.181, 0.013], [-0.410, -0.960, 0.276], [0.322, -0.155, -0.882], [-0.548, 1.093, -0.221], [0.276, -0.948, 0.269]]}

***

No. 2
{"formula": "C2H4O2S2", "method": "ωB97M-V/def2-TZVPD", "smiles": "O=S(=O)=CCS", "relative_energy_kcal_mol": 75.42, "lumo_ev": -0.74, "charge": 0, "species": ["C", "C", "O", "O", "S", "S", "H", "H", "H", "H"], "xyz": [[0.247, -0.647, 0.213], [-1.018, -0.148, -0.521], [2.776, -0.511, 0.720], [1.854, 1.092, -1.033], [-2.347, 0.529, 0.653], [1.741, -0.074, -0.149], [0.091, -1.404, 0.855], [-0.779, 0.891, -0.815], [-1.329, -0.796, -1.268], [-1.237, 1.068, 1.346]], "atomic_forces_ev_per_a": [[-0.198, 3.246, -3.225], [1.944, 3.260, 2.228], [1.052, -0.292, -0.001], [-0.054, -1.955, 1.075], [2.060, -0.648, 0.742], [-2.808, 1.367, -0.003], [0.418, -2.626, 2.226], [0.273, -1.109, -1.309], [-1.003, -0.940, -1.305], [-1.684, -0.305, -0.428]]}

***

No. 3
{"formula": "C43H43MnN6OP2S2", "method": "ωB97M-V/def2-TZVPD", "relative_energy_kcal_mol": 2.83, "spin_multiplicity": 6, "lumo_ev": [-2.27, -2.37], "charge": 1, "species": ["Mn", "C", "C", "C", "C", "C", "C", "C", "C", "C", "S", "C", "N", "H", "H", "H", "H", "H", "H", "H", "H", "C", "N", "C", "C", "C", "N", "C", "O", "N", "H", "H", "H", "H", "H", "H", "H", "C", "P", "C", "C", "C", "C", "C", "C", "C", "C", "C", "C", "C", "C", "P", "C", "C", "C", "C", "C", "C", "C", "C", "C", "C", "C", "C", "H", "H", "H", "H", "H", "H", "H", "H", "H", "H", "H", "H", "H", "H", "H", "H", "H", "H", "H", "H", "H", "H", "S", "C", "N", "C", "C", "N", "H", "H", "H", "H", "H", "H"], "xyz": [[-6.231, 23.082, 3.034], [-8.492, 25.317, 3.299], [-7.218, 26.067, 2.906], [-7.194, 27.459, 2.671], [-6.051, 27.992, 2.106], [-4.883, 27.209, 1.947], [-3.681, 27.717, 1.375], [-2.616, 26.903, 1.264], [-2.730, 25.531, 1.584], [-3.922, 24.951, 2.050], [-3.934, 23.306, 2.470], [-5.037, 25.825, 2.181], [-6.200, 25.289, 2.650], [-8.814, 25.540, 4.334], [-8.341, 24.254, 3.315], [-9.176, 25.643, 2.551], [-8.142, 28.005, 2.809], [-5.952, 29.059, 1.935], [-3.658, 28.769, 1.160], [-1.660, 27.333, 0.987], [-1.885, 24.828, 1.492], [-10.384, 20.823, 0.958], [-9.050, 21.044, 0.559], [-8.466, 20.386, -0.506], [-7.124, 20.457, -0.724], [-6.372, 21.319, 0.107], [-6.981, 21.934, 1.176], [-8.243, 21.773, 1.456], [-8.752, 22.233, 2.496], [-5.075, 21.589, -0.064], [-10.570, 19.978, 1.615], [-10.947, 20.655, 0.034], [-10.772, 21.626, 1.577], [-9.120, 19.773, -1.107], [-6.655, 19.849, -1.566], [-4.480, 21.249, -0.820], [-4.666, 22.223, 0.583], [-4.723, 20.478, 4.805], [-6.522, 20.414, 4.327], [-6.807, 18.814, 3.559], [-6.212, 18.554, 2.329], [-6.596, 17.417, 1.601], [-7.397, 16.475, 2.249], [-7.888, 16.721, 3.533], [-7.589, 17.872, 4.216], [-7.426, 20.493, 5.846], [-8.793, 21.013, 5.923], [-9.464, 21.115, 7.113], [-8.833, 20.709, 8.325], [-7.554, 20.124, 8.273], [-6.895, 19.993, 7.015], [-3.776, 18.835, 4.718], [-3.332, 18.505, 6.473], [-3.037, 19.489, 7.421], [-2.599, 19.146, 8.732], [-2.442, 17.798, 9.050], [-2.775, 16.825, 8.147], [-3.276, 17.165, 6.908], [-2.078, 19.514, 4.160], [-1.645, 20.805, 4.394], [-0.322, 21.175, 4.159], [0.604, 20.210, 3.879], [0.189, 18.890, 3.780], [-1.117, 18.509, 3.891], [-4.768, 20.818, 5.819], [-4.136, 21.119, 4.086], [-5.372, 19.168, 2.035], [-6.237, 17.205, 0.565], [-7.750, 15.567, 1.773], [-8.470, 15.997, 4.010], [-7.928, 18.111, 5.222], [-9.302, 21.321, 5.034], [-10.436, 21.557, 7.128], [-9.299, 20.956, 9.261], [-7.166, 19.817, 9.174], [-5.909, 19.527, 6.991], [-3.053, 20.588, 7.244], [-2.319, 19.818, 9.483], [-1.919, 17.520, 9.980], [-2.742, 15.815, 8.499], [-3.487, 16.405, 6.177], [-2.356, 21.590, 4.646], [0.024, 22.187, 4.244], [1.673, 20.391, 3.844], [0.961, 18.121, 3.688], [-1.454, 17.508, 3.748], [-6.195, 23.966, 5.649], [-5.097, 25.221, 5.743], [-5.150, 26.287, 6.516], [-4.003, 27.200, 6.241], [-3.045, 26.261, 5.568], [-3.910, 25.165, 5.145], [-6.041, 26.596, 6.868], [-3.623, 27.708, 7.138], [-4.355, 28.040, 5.637], [-2.237, 25.870, 6.176], [-2.621, 26.700, 4.688], [-3.606, 24.435, 4.517]], "atomic_forces_ev_per_a": [[-0.672, -0.397, 0.484], [1.190, 1.384, 1.142], [-1.004, -0.934, 0.237], [-0.029, 0.074, -0.632], [-0.234, 0.362, 1.264], [-0.637, -0.484, -1.191], [-1.298, 0.321, 1.093], [0.846, -0.645, -0.007], [-0.342, -0.920, 0.365], [1.320, 2.278, -1.258], [0.487, -1.591, 0.259], [0.452, -0.177, 0.644], [0.511, 0.006, -0.321], [-0.051, 0.347, -0.639], [-0.101, -0.375, -0.450], [-1.205, -0.188, -0.274], [0.800, -0.044, -0.006], [-0.271, -0.026, -0.247], [0.231, 0.281, -0.144], [-0.015, -0.277, -0.251], [-0.273, 0.681, -0.002], [-2.160, -0.456, -0.224], [2.193, -0.192, -0.235], [0.127, 0.509, 1.383], [0.108, -1.012, -1.604], [-0.260, 0.712, 1.071], [3.164, 0.030, -1.439], [-2.440, -0.523, 0.588], [0.493, -0.106, -0.625], [-0.429, -0.780, -0.910], [0.628, -0.592, -0.065], [-0.368, 0.227, 0.383], [0.097, 0.503, -0.614], [-0.109, 0.003, -0.036], [-0.681, 1.122, 1.297], [-0.788, -0.010, 0.394], [0.615, 0.657, 0.733], [0.486, -1.217, -1.122], [1.026, 1.790, -1.389], [0.301, 0.027, 0.612], [-0.393, -0.700, -0.329], [0.540, -0.388, -0.070], [-0.742, 0.467, 0.003], [0.797, 0.089, -0.544], [0.030, 0.786, -0.461], [-2.565, 0.010, 1.261], [1.894, -0.686, -0.345], [1.198, -0.440, 1.061], [0.888, 0.170, -1.553], [-2.085, 1.194, -2.629], [0.113, 0.008, 1.484], [0.772, 0.757, -0.369], [-0.217, 0.032, 0.874], [0.639, 0.960, 1.566], [-0.513, -1.674, -2.013], [0.911, 0.788, 0.705], [-0.711, -0.171, 0.128], [0.461, 0.603, -0.906], [-0.447, -1.273, 1.292], [-0.288, 0.774, -0.773], [-0.112, 0.082, 0.197], [0.427, -0.746, 0.230], [1.261, -1.030, -0.019], [-1.138, 1.577, -0.178], [0.542, 0.768, 0.405], [-1.003, -0.275, 1.057], [-0.225, 0.392, -0.568], [-0.118, 0.308, 1.116], [0.307, 0.094, -0.206], [-0.868, -1.157, 0.578], [-0.204, -0.351, -0.239], [0.020, 0.245, -0.575], [-0.491, 0.123, 0.063], [-0.164, -0.302, 0.309], [1.311, -0.796, 1.684], [-0.169, 0.040, 0.176], [-0.174, -0.964, -0.384], [0.211, 1.384, 0.583], [-0.672, 0.159, -0.340], [0.192, -0.617, -0.293], [-0.270, -0.332, -0.075], [0.150, -0.140, 0.104], [-0.190, 0.459, 0.170], [-0.163, 0.330, -0.203], [-0.250, 0.175, -0.237], [0.032, -0.684, 0.045], [-1.223, -0.647, -0.016], [1.084, -1.544, -0.662], [0.094, 1.477, 0.630], [-1.143, 0.684, 1.063], [0.245, -0.530, -0.919], [0.315, 0.746, 0.181], [0.061, 0.045, 0.115], [-0.035, -0.669, 0.024], [0.110, -0.277, -0.515], [0.049, 0.140, 0.438], [0.478, 0.412, -0.456], [-0.267, -0.250, 0.072]]}

***

No. 4
{"formula": "C3H3BiLiO", "method": "ωB97M-V/def2-TZVPD", "spin_multiplicity": 2, "lumo_ev": [-11.61, -11.43], "charge": 2, "species": ["C", "O", "Li", "H", "Bi", "C", "C", "H", "H"], "xyz": [[1.075, -0.105, -1.674], [2.157, 0.267, -1.121], [1.492, 1.634, -0.002], [1.073, -0.401, -2.741], [-2.595, 0.407, 0.829], [-0.347, 0.211, -0.997], [-0.464, 0.544, 0.355], [-0.905, 0.770, -1.764], [0.279, 0.120, 1.051]], "atomic_forces_ev_per_a": [[2.210, 1.363, 1.502], [-4.246, -1.192, -1.439], [0.789, 0.405, 0.147], [0.000, -0.360, 0.536], [-0.332, 0.172, 0.166], [2.687, 2.318, 0.729], [-0.226, -2.004, -1.783], [-0.757, -0.878, 0.219], [-0.125, 0.176, -0.076]]}